A molecular structure, C3H5N2O2 at a distorted geometry, computed with wB97M-V/def2-TZVPD.

Each line ends with the natural charge from an NBO analysis.
Positions of all 12 atoms, in Å:
C -0.3110 -0.8123 0.2352  -0.16
C 0.9384 -2.2580 0.6914  0.91
C -0.6645 1.6042 -0.1558  0.48
N 0.5832 -1.7029 -0.4023  -0.61
N 0.0963 0.5281 0.1200  -0.48
O 1.4455 -2.6596 1.6357  -0.35
O -0.1170 2.8105 -0.2615  -0.61
H -1.3784 -0.9641 0.2434  0.21
H -1.7285 1.3358 -0.2346  0.21
H 0.8045 -1.9290 -1.3634  0.42
H 1.1074 0.4887 -0.0428  0.44
H -0.7759 3.5586 -0.4653  0.55

**Multiplicity**: 1
**F_max**: 2.6 eV/Å
**Orbital gap (alpha / beta)**: 8.16 / 8.16 eV
**E_LUMO (alpha / beta)**: -4.319 / -4.320 eV
**Calculated total energy**: -376.93757 hartree
**Relative energy (zero: lowest compared OMol25 entry of this formula, charge and spin)**: 258.8 kJ/mol
**Net charge**: +1